22
Properties=species:S:1:pos:R:3 method="wB97M-V/def2-TZVPD" homo_lumo_gap_ev="5.518 / 7.283" de_lowest_kcal_mol=77.02 homo_ev="-7.56 / -9.17"
C -2.8272 3.3848 -0.3296
C -2.2115 2.3443 -0.2349
C -0.3766 -0.7153 -1.2113
C -0.0968 -0.3675 1.1716
C -1.1723 0.4319 -1.2548
C -0.7238 0.8981 1.0680
C 0.2713 -1.1527 0.0524
C -1.2813 1.2531 -0.1520
C 0.6863 -2.5538 0.3892
O 1.8768 1.8364 1.0565
O 2.5894 -1.0110 -1.5481
O 2.9061 -1.0716 0.8149
S 2.2392 1.5613 -0.3594
S 2.2152 -0.5040 -0.2627
H -3.4893 4.2032 -0.2264
H -0.2342 -1.4889 -2.0496
H 0.1535 -0.7252 2.1175
H -1.7367 0.6627 -2.1922
H -1.0687 1.6029 1.7958
H 1.2841 -2.6337 1.4349
H -0.2765 -3.0725 0.3745
H 1.2730 -2.8825 -0.4542

116
Properties=species:S:1:pos:R:3 method="wB97M-V/def2-TZVPD" homo_lumo_gap_ev=5.780 de_lowest_kcal_mol=12.49 homo_ev=-3.83 total_charge=-1
Hg -0.2139 -1.5605 -0.6476
C -0.7903 -3.5403 4.1772
O -1.3652 -4.4401 3.2011
C -1.0686 -3.8947 1.9930
N -0.4353 -2.8076 1.9592
C -0.2664 -2.3467 3.3374
C 1.1442 -1.9272 3.6741
C 1.3736 -1.2438 4.8664
C 2.6559 -0.8583 5.2213
C 3.7216 -1.1359 4.3744
C 3.4960 -1.8007 3.1787
C 2.2118 -2.2061 2.8317
C -1.6508 -4.5943 0.8147
C -2.4373 -5.7221 1.0136
C -3.0965 -6.2662 -0.0754
C -2.9447 -5.6682 -1.3114
C -2.1025 -4.5651 -1.4123
N -1.4677 -4.0361 -0.3786
C -1.8535 -3.9325 -2.7327
N -1.0016 -3.0341 -2.9634
C -0.9953 -2.8190 -4.4209
C -2.2655 -3.5631 -4.8800
O -2.5932 -4.4216 -3.7638
C -0.9341 -1.3724 -4.8311
C -1.5176 -0.3787 -4.0602
C -1.4345 0.9487 -4.4600
C -0.7813 1.2856 -5.6365
C -0.2054 0.2916 -6.4179
C -0.2758 -1.0316 -6.0106
H 0.0097 -4.0600 4.7044
H -1.5744 -3.2622 4.8779
H -0.9138 -1.4740 3.4663
H 0.5372 -0.9975 5.5127
H 2.8217 -0.3241 6.1488
H 4.7228 -0.8209 4.6409
H 4.3154 -1.9938 2.4978
H 2.0349 -2.7032 1.8863
H -2.5398 -6.1309 2.0079
H -3.7295 -7.1360 0.0404
H -3.4525 -6.0340 -2.1911
H -0.1013 -3.3163 -4.8092
H -2.1161 -4.1891 -5.7566
H -3.0963 -2.8764 -5.0490
H -2.0193 -0.6109 -3.1294
H -1.8784 1.7064 -3.8273
H -0.7051 2.3237 -5.9356
H 0.3111 0.5476 -7.3352
H 0.1926 -1.8078 -6.6078
C 1.7251 -2.2650 -0.9474
C 2.8886 -2.6039 -0.9881
C 4.2717 -2.9819 -0.9804
C 4.6889 -4.1501 -0.3343
C 6.0318 -4.4894 -0.2814
C 6.9847 -3.6724 -0.8755
C 6.5805 -2.5150 -1.5286
C 5.2391 -2.1717 -1.5827
H 3.9428 -4.7837 0.1287
H 6.3371 -5.3948 0.2289
H 8.0341 -3.9347 -0.8286
H 7.3174 -1.8722 -1.9941
H 4.9197 -1.2676 -2.0843
C 0.5257 8.9752 -1.2371
C 0.2500 7.4951 -1.1788
C -1.0402 6.9968 -1.2738
C -1.3050 5.6303 -1.1881
C -2.7340 5.1707 -1.3609
C -0.2614 4.7201 -0.9681
Te -0.7349 2.5611 -0.8170
N -1.5101 0.0062 -0.4730
C -2.7958 0.0291 -0.7933
O -3.3172 0.7585 -1.6686
C -3.8481 -0.7402 0.0371
C -5.1867 -0.3658 -0.0644
C -6.1686 -1.0068 0.6789
C -5.8344 -2.0498 1.5340
C -4.5024 -2.4247 1.6527
C -3.5271 -1.7601 0.9191
C 0.2374 2.5358 1.0956
C 1.3920 1.7774 1.3225
C 2.0385 0.9056 0.2806
C 1.9866 1.7814 2.5871
C 1.4558 2.4963 3.6426
C 2.0993 2.4764 5.0049
C 0.2931 3.2241 3.4133
C -0.3254 3.2545 2.1694
C -1.5757 4.0811 2.0303
C 1.0543 5.2132 -0.9359
C 2.2465 4.3007 -0.8051
C 1.2867 6.5834 -1.0335
H -0.3769 9.5335 -1.4882
H 1.2876 9.2085 -1.9842
H 0.8903 9.3442 -0.2754
H -1.8657 7.6864 -1.4282
H -3.3501 5.9842 -1.7485
H -3.1658 4.8346 -0.4153
H -2.8061 4.3265 -2.0463
H -5.4344 0.4343 -0.7489
H -7.2031 -0.6948 0.5897
H -6.6014 -2.5585 2.1066
H -4.2202 -3.2267 2.3277
H -2.4851 -1.9999 1.0413
H 1.6331 1.0792 -0.7137
H 1.8791 -0.1450 0.5239
H 3.1205 1.0617 0.2564
H 2.8855 1.1895 2.7373
H 3.0898 2.0223 4.9617
H 1.4981 1.9028 5.7156
H 2.2028 3.4865 5.4061
H -0.1565 3.7762 4.2339
H -1.9710 4.3381 3.0144
H -2.3381 3.5479 1.4622
H -1.3627 5.0083 1.4930
H 2.1065 3.3951 -1.3961
H 2.3930 3.9890 0.2310
H 3.1538 4.8077 -1.1392
H 2.3112 6.9460 -1.0025

46
Properties=species:S:1:pos:R:3 method="wB97M-V/def2-TZVPD" homo_lumo_gap_ev=6.619 de_lowest_kcal_mol=140.31 homo_ev=-4.67 total_charge=-2
K -12.7042 17.9548 12.8976
C -8.0054 22.3372 10.5066
F -7.2321 21.3690 10.0443
F -7.6910 22.3997 11.8133
F -7.9077 23.4556 9.8341
S -9.8486 21.6835 10.2713
O -10.4812 22.5206 9.3230
O -9.7563 20.2824 9.8966
N -10.4522 21.8043 11.9330
S -10.8309 23.3041 12.1489
O -9.8509 24.2913 11.6745
O -12.2442 23.5695 11.9152
C -10.6607 23.4112 14.1093
F -10.4997 24.7269 14.5611
F -11.7040 22.7359 14.6474
F -9.5489 22.7005 14.3153
C -21.0897 15.6245 16.4550
F -22.0517 15.9786 15.5836
F -21.0584 16.3747 17.6024
F -21.2301 14.3293 16.7909
S -19.3948 15.8257 15.5813
O -19.5567 17.1083 14.8801
O -18.2987 15.7299 16.5256
N -19.4031 14.4472 14.4409
S -17.8503 14.1424 14.2460
O -16.9185 15.2718 14.1067
O -17.4436 13.0518 15.1857
C -17.8719 13.3592 12.4930
F -18.7302 12.3526 12.5056
F -18.1568 14.3908 11.6569
F -16.5646 13.0844 12.1983
C -19.6840 20.2672 9.9013
F -19.9170 18.9675 10.1075
F -20.5226 20.8035 8.9751
F -19.7020 21.0608 11.0303
S -17.7944 20.3783 9.3844
O -17.6450 21.6846 8.7360
O -17.0741 20.1467 10.6577
N -17.8189 19.2798 8.0775
S -16.3273 18.9265 8.0617
O -15.5258 20.1312 7.7581
O -15.7972 18.1100 9.1697
C -16.0927 17.7577 6.4664
F -14.8052 17.4210 6.2502
F -16.8771 16.6818 6.6016
F -16.6366 18.4299 5.3868